No. 1
Here is a molecular structure, C11H33KN2O13S at a distorted geometry from OMol25. Energies are from wB97M-V/def2-TZVPD.

Structure (ORCA input):
```
! RIJCOSX wB97M-V def2-TZVPD def2/J DEFGRID3
* xyz 0 1
K 38.678 -7.500 -7.941
C 36.204 -5.761 -10.522
C 36.981 -6.362 -9.365
O 38.078 -6.860 -9.523
O 36.433 -6.240 -8.254
H 36.498 -4.721 -10.663
H 35.118 -5.812 -10.444
H 36.427 -6.314 -11.435
C 37.691 -5.113 -6.220
O 38.246 -5.574 -7.433
H 37.202 -4.160 -6.422
H 36.995 -5.772 -5.702
H 38.349 -4.950 -5.367
H 37.447 -5.839 -7.896
C 35.864 -7.449 -6.455
O 37.250 -7.735 -6.509
H 35.519 -7.513 -7.487
H 35.347 -8.238 -5.910
H 35.668 -6.522 -5.915
H 37.676 -7.458 -5.695
C 33.521 -6.689 -8.393
O 34.597 -7.460 -8.921
H 33.875 -6.338 -7.423
H 33.330 -5.859 -9.073
H 32.585 -7.239 -8.294
H 35.414 -6.966 -8.818
C 39.088 -8.323 -11.816
O 39.240 -6.893 -11.650
H 39.235 -8.838 -10.867
H 38.203 -8.820 -12.214
H 39.906 -8.663 -12.451
H 38.689 -6.679 -10.893
O 32.517 -6.975 -13.562
S 33.703 -7.685 -13.142
O 33.617 -9.030 -12.479
O 34.676 -7.924 -14.490
C 34.758 -6.923 -15.503
C 35.603 -7.557 -16.643
C 34.713 -6.513 -12.110
H 35.236 -6.115 -14.947
H 33.744 -6.610 -15.752
H 34.997 -8.381 -17.019
H 36.520 -7.953 -16.205
H 35.763 -6.954 -17.537
H 34.158 -6.376 -11.182
H 34.802 -5.563 -12.636
H 35.719 -6.893 -11.931
C 35.941 -3.607 -8.589
N 37.294 -2.965 -8.906
O 37.484 -2.551 -10.056
O 38.110 -2.862 -7.974
H 35.202 -2.888 -8.236
H 36.156 -4.460 -7.944
H 35.490 -3.969 -9.512
C 39.436 -4.360 -13.269
N 37.960 -4.274 -13.108
O 37.344 -3.979 -14.063
O 37.478 -4.237 -11.973
H 39.687 -3.658 -14.065
H 39.675 -5.398 -13.505
H 39.912 -4.114 -12.320
*
```

The calculation puts the HOMO-LUMO gap at 0.360 hartree. The calculation puts the total energy at -68679.5357 eV. As for the HOMO energy: -9.9 eV. The value obtained for the max |F| is 15.14 eV/A.

No. 2
Here is a molecular structure, C11H35O16PPd at a distorted geometry from OMol25. Energies are from wB97M-V/def2-TZVPD.

Structure (ORCA input):
```
! RIJCOSX wB97M-V def2-TZVPD def2/J DEFGRID3
* xyz -2 3
Pd 0.036 -1.441 1.283
O 0.754 0.441 0.343
H 0.206 0.460 -0.452
P -2.628 -1.944 0.033
O -3.234 -3.200 0.626
O -2.220 -1.174 1.428
O -3.626 -0.927 -0.515
O -1.160 -1.982 -0.515
C -2.839 -0.258 -3.616
C -1.361 -0.537 -3.363
O -0.978 -0.192 -2.028
O -3.660 -1.258 -3.101
H -2.994 -0.168 -4.707
H -3.082 0.735 -3.203
H -0.736 0.099 -4.009
H -1.123 -1.584 -3.578
H -1.198 -0.938 -1.420
H -3.590 -1.179 -2.072
C -3.745 3.224 0.403
C -2.321 2.834 0.046
O -1.917 1.715 0.797
O -4.610 2.102 0.447
H -4.080 3.965 -0.332
H -3.691 3.661 1.413
H -1.727 3.720 0.347
H -2.197 2.599 -1.017
H -1.089 1.387 0.431
H -5.434 2.326 0.011
C 4.018 -0.183 -0.755
C 3.576 1.023 -1.555
O 2.299 0.872 -2.127
O 3.259 -0.379 0.412
H 5.053 -0.055 -0.410
H 3.989 -1.068 -1.409
H 4.308 1.170 -2.360
H 3.573 1.931 -0.933
H 1.642 0.841 -1.406
H 2.328 -0.008 0.349
C 1.379 -2.976 -1.990
C 2.122 -3.690 -0.913
O 1.649 -3.175 0.363
O 0.123 -3.572 -2.254
H 1.950 -2.992 -2.925
H 1.226 -1.935 -1.685
H 3.184 -3.394 -0.938
H 1.979 -4.773 -0.935
H 2.145 -3.566 1.086
H -0.495 -3.115 -1.609
C 1.876 -0.294 3.680
C 0.484 0.045 4.164
O -0.472 0.014 3.100
O 1.880 -1.498 2.907
H 2.495 -0.403 4.580
H 2.267 0.529 3.073
H 0.520 1.037 4.642
H 0.103 -0.684 4.895
H -1.311 0.370 3.410
H 2.757 -1.508 2.497
C 0.658 3.388 2.153
O 1.151 3.061 0.879
H 0.606 2.489 2.776
H 1.290 4.128 2.663
H -0.359 3.805 2.115
H 0.990 2.080 0.779
*
```

The calculation puts the HOMO-LUMO gap (spin up / spin down) at 0.219 / 0.207 hartree. The calculation puts the total energy at -57502.1523 eV. As for the HOMO energy (spin up / spin down): -1.5 / -1.1 eV. The value obtained for the max |F| is 5.79 eV/A.

No. 3
Here is a molecular structure, C11H36ClO11 at a distorted geometry from OMol25. Energies are from wB97M-V/def2-TZVPD.

Structure (ORCA input):
```
! RIJCOSX wB97M-V def2-TZVPD def2/J DEFGRID3
* xyz -1 1
Cl 0.737 0.147 -0.100
O 1.368 1.370 -0.534
O 1.320 -0.193 1.206
O -0.709 0.258 0.073
O 1.135 -0.827 -1.104
C -0.519 1.478 4.793
C -0.458 1.522 3.329
C -0.052 0.202 2.703
O -1.738 1.928 2.862
H -0.976 2.413 5.116
H 0.525 1.448 5.107
H -0.983 0.628 5.294
H 0.253 2.304 3.061
H -0.856 -0.530 2.783
H 0.732 -0.299 3.270
H 0.182 0.280 1.641
H -2.093 1.117 2.491
C -1.001 -1.892 -1.540
C -1.852 -0.842 -2.254
C -1.384 -0.616 -3.716
O -3.078 -1.507 -2.405
H -0.005 -1.516 -1.307
H -0.844 -2.813 -2.102
H -1.379 -2.188 -0.562
H -1.888 0.134 -1.770
H -1.885 0.283 -4.075
H -1.490 -1.460 -4.398
H -0.366 -0.228 -3.696
H -3.583 -1.287 -1.618
C -0.741 -1.932 0.895
O -1.659 -2.939 1.311
H -1.304 -1.236 0.272
H -0.353 -1.141 1.537
H -0.005 -2.318 0.190
H -2.459 -2.656 1.760
C 0.499 3.440 0.476
O -0.237 2.261 0.735
H 1.196 3.681 1.278
H 1.025 3.365 -0.476
H -0.105 4.347 0.453
H 0.338 1.530 0.498
C -0.190 1.710 -2.579
O -1.049 1.347 -1.510
H -0.493 1.223 -3.506
H -0.614 2.705 -2.713
H 0.888 1.624 -2.439
H -0.953 0.392 -1.483
C 3.223 0.450 -2.585
O 2.265 -0.584 -2.521
H 3.767 0.511 -1.643
H 4.061 0.250 -3.253
H 2.738 1.416 -2.725
H 1.578 -0.277 -1.924
C 1.563 -3.049 1.493
O 2.175 -2.086 0.601
H 0.876 -2.564 2.187
H 0.975 -3.698 0.844
H 2.373 -3.659 1.891
H 1.513 -1.424 0.389
*
```

The calculation puts the HOMO-LUMO gap at 0.310 hartree. The calculation puts the total energy at -47003.3784 eV. As for the HOMO energy: -5.6 eV. The value obtained for the max |F| is 10.33 eV/A.